[1]
A 2-piece molecular cluster, C6H12O overall. Source: the Open Molecules 2025 dataset; level of theory: ωB97M-V/def2-TZVPD.

Computed properties:
Spin multiplicity ... 1
Molecular weight ... 100.2 g/mol
DFT total energy ... -8462.4824 eV
Net charge ... 0
Structure (SMILES) ... C=CCCC.C=O

Last column: Mulliken charge in e.
Geometry (Å):
C (0.13291, -2.00623, 1.01543)  -1.079
C (0.21983, -1.33092, -0.12940)  -0.087
C (-0.89757, -0.56145, -0.77602)  -0.345
C (-0.44809, 0.55980, -1.72133)  -0.471
C (0.04222, 1.85101, -1.08060)  -1.013
H (0.97288, -2.57052, 1.41087)  0.348
H (-0.77611, -2.00147, 1.61785)  0.350
H (1.15017, -1.36007, -0.69697)  0.303
H (-1.58883, -0.20060, -0.00353)  0.283
H (-1.46274, -1.27938, -1.38277)  0.297
H (-1.28001, 0.80824, -2.39242)  0.320
H (0.35668, 0.16868, -2.36053)  0.261
H (-0.74992, 2.34247, -0.50730)  0.288
H (0.88512, 1.67534, -0.40241)  0.203
H (0.37479, 2.54281, -1.86679)  0.362
C (0.76858, 0.33754, 2.31539)  -0.218
O (-0.12875, 1.09670, 2.04939)  -0.407
H (0.70464, -0.38374, 3.15637)  0.321
H (1.72421, 0.31181, 1.75477)  0.285

***

[2]
C6H12O as an isolated structure in a non-equilibrium geometry. Source: the Open Molecules 2025 dataset; level of theory: ωB97M-V/def2-TZVPD.

Computed properties:
Spin multiplicity ... 1
Molecular weight ... 100.2 g/mol
DFT total energy ... -8459.7066 eV
Net charge ... 0

Last column: Mulliken charge in e.
Geometry (Å):
C (-0.15586, -2.51521, -0.58383)  -0.849
O (0.34085, -1.32568, -0.06108)  -0.294
C (-0.76243, -0.43684, 0.62755)  -0.766
C (-0.29947, 0.90425, 0.54354)  0.765
C (0.60980, 1.46705, 1.54115)  -1.542
C (0.64375, 0.62941, -1.24729)  -0.536
C (-0.40341, 1.53468, -0.76824)  -0.496
H (-1.05194, -2.42191, -1.20955)  0.349
H (-0.40938, -3.22527, 0.19633)  0.298
H (0.64290, -2.94337, -1.17346)  0.261
H (-1.62199, -0.68427, 0.00335)  0.346
H (-0.88777, -0.79783, 1.64079)  0.397
H (0.78757, 0.86512, 2.41725)  0.402
H (0.23560, 2.40241, 1.93408)  0.386
H (1.62250, 1.72204, 1.24503)  0.284
H (0.50269, -0.00646, -2.12650)  0.236
H (1.67076, 0.84451, -0.98992)  0.234
H (-1.36208, 1.41462, -1.26820)  0.257
H (-0.10207, 2.57276, -0.72099)  0.267

***

[3]
C6H12O as an isolated structure. Source: the Open Molecules 2025 dataset; level of theory: ωB97M-V/def2-TZVPD.

Computed properties:
Spin multiplicity ... 1
Molecular weight ... 100.2 g/mol
DFT total energy ... -8459.2716 eV
Net charge ... 0

Last column: Mulliken charge in e.
Geometry (Å):
C (2.79722, -0.34573, 0.83321)  -0.616
C (0.90168, -0.03282, -1.03568)  -0.472
O (1.47623, -0.79845, 0.49958)  -0.256
C (-0.11310, 0.91162, -0.50351)  -0.246
C (-1.39190, 1.03995, -1.30388)  -0.842
C (-1.47707, 0.54894, 0.10344)  0.252
C (-1.89101, -0.87536, 0.40054)  -1.328
H (3.23459, -0.01810, -0.11014)  0.329
H (3.35890, -1.17611, 1.27061)  0.247
H (2.75840, 0.49412, 1.53378)  0.278
H (0.37749, -0.95106, -1.35409)  0.168
H (0.84850, -0.55337, 1.19722)  0.330
H (0.27590, 1.86925, -0.15003)  0.290
H (-1.54546, 0.31385, -2.10011)  0.262
H (-1.74490, 2.03952, -1.54087)  0.272
H (-1.84947, 1.27977, 0.82140)  0.355
H (-1.39437, -1.58435, -0.27019)  0.284
H (-2.97255, -1.00120, 0.27555)  0.375
H (-1.64910, -1.16045, 1.43317)  0.319

***

[4]
C6H12O as an isolated structure. Source: the Open Molecules 2025 dataset; level of theory: ωB97M-V/def2-TZVPD.

Computed properties:
Spin multiplicity ... 1
Molecular weight ... 100.2 g/mol
DFT total energy ... -8460.4460 eV
Net charge ... 0

Last column: Mulliken charge in e.
Geometry (Å):
C (-2.07404, -1.53577, 0.29879)  -1.189
C (-0.68186, -1.33133, -0.29516)  -0.711
C (-0.00608, -0.03253, 0.17126)  0.896
C (1.43944, 0.06686, -0.34237)  -0.715
C (2.17703, 1.30891, 0.15414)  -1.192
C (-0.78874, 1.14032, -0.33738)  -0.958
O (-1.27520, 1.96167, 0.55313)  -0.325
H (-2.51310, -2.47741, -0.04689)  0.381
H (-2.03390, -1.56183, 1.39385)  0.303
H (-2.75366, -0.72466, 0.01304)  0.290
H (-0.03355, -2.17389, -0.02208)  0.368
H (-0.73966, -1.31981, -1.39112)  0.324
H (-0.01614, 0.02467, 1.27373)  0.133
H (1.42352, 0.05351, -1.43975)  0.320
H (1.97563, -0.83631, -0.02343)  0.367
H (3.21556, 1.31345, -0.19308)  0.385
H (2.18523, 1.34921, 1.24956)  0.301
H (1.70087, 2.22822, -0.20547)  0.292
H (-1.46252, 2.17333, -0.57627)  0.731

***

[5]
A 2-piece molecular cluster, C6H12O overall in a non-equilibrium geometry. Source: the Open Molecules 2025 dataset; level of theory: ωB97M-V/def2-TZVPD.

Computed properties:
Spin multiplicity ... 1
Molecular weight ... 100.2 g/mol
DFT total energy ... -8461.7575 eV
Net charge ... 0
Structure (SMILES) ... C=CC/C=C/C.O

Last column: Mulliken charge in e.
Geometry (Å):
C (1.99862, 2.48314, -1.03328)  -0.835
C (1.64019, 1.44608, -0.22823)  -0.136
C (0.27578, 0.90321, -0.12838)  -0.626
C (0.09131, -0.11591, 0.90683)  -0.281
C (0.16869, -1.44772, 0.71477)  0.154
C (-0.19023, -2.41929, 1.80464)  -1.361
H (3.03109, 2.79080, -0.98689)  0.260
H (1.25478, 3.01694, -1.61918)  0.273
H (2.44670, 0.98036, 0.29626)  0.302
H (0.18032, 0.36406, -1.16222)  0.132
H (-0.47273, 1.59824, -0.12844)  0.553
H (-0.05166, 0.21519, 1.95626)  0.217
H (0.42851, -1.94048, -0.19880)  0.362
H (0.46308, -3.21612, 1.70002)  0.371
H (-1.24719, -2.89665, 1.55775)  0.258
H (-0.51211, -1.99189, 2.70510)  0.377
O (-2.98260, -0.51485, -1.64410)  -0.641
H (-3.46778, 0.32520, -1.49986)  0.318
H (-2.09841, -0.22379, -1.68534)  0.302

***

[6]
A 2-piece molecular cluster, C6H12O overall in a non-equilibrium geometry. Source: the Open Molecules 2025 dataset; level of theory: ωB97M-V/def2-TZVPD.

Computed properties:
Spin multiplicity ... 1
Molecular weight ... 100.2 g/mol
DFT total energy ... -8461.6273 eV
Net charge ... 0
Structure (SMILES) ... C=C/C(C)=C/C.O

Last column: Mulliken charge in e.
Geometry (Å):
C (-1.92142, 1.66814, -0.16168)  -0.726
C (-0.97795, 1.29203, -1.08897)  -0.434
C (-0.03019, 0.20487, -0.78762)  0.949
C (1.29548, 0.04224, -1.51991)  -1.286
C (-0.42368, -0.76754, 0.06960)  -0.432
C (0.30324, -2.05195, 0.33416)  -1.596
H (-1.64294, 1.68316, 0.88318)  0.239
H (-2.86999, 2.03679, -0.52858)  0.282
H (-0.82502, 1.96571, -1.92766)  0.364
H (1.26941, -0.37463, -2.53007)  0.292
H (1.80723, -0.69636, -0.91269)  0.317
H (1.83069, 0.98384, -1.61352)  0.357
H (-1.23490, -0.64548, 0.77712)  0.605
H (-0.26887, -2.74786, 0.92729)  0.351
H (1.28420, -1.96621, 0.83448)  0.330
H (0.66304, -2.47150, -0.61171)  0.403
O (0.57820, 0.31466, 2.84032)  -0.666
H (1.25919, 1.00185, 2.79948)  0.321
H (-0.09571, 0.52823, 2.21679)  0.330

***

[7]
The molecule C6H12O. Source: the Open Molecules 2025 dataset; level of theory: ωB97M-V/def2-TZVPD.

Computed properties:
Spin multiplicity ... 1
Molecular weight ... 100.2 g/mol
DFT total energy ... -8459.6450 eV
Net charge ... 0

Last column: Mulliken charge in e.
Geometry (Å):
C (-1.54047, -0.94293, -0.77935)  -1.493
C (-0.74789, 0.19423, -0.13093)  0.930
C (-1.64384, 1.03581, 0.78658)  -1.625
C (0.38670, -0.32363, 0.73066)  0.015
O (1.72300, -0.65570, 0.14891)  -0.174
C (1.44133, 0.54997, 1.27593)  -0.737
C (2.29350, -0.00186, -0.99347)  -0.618
H (-2.35940, -0.55663, -1.39690)  0.389
H (-0.90807, -1.57709, -1.41058)  0.336
H (-1.98887, -1.58094, -0.00636)  0.339
H (-0.34641, 0.86211, -0.90227)  0.064
H (-2.06173, 0.42366, 1.59665)  0.361
H (-2.48494, 1.45767, 0.22535)  0.412
H (-1.07216, 1.85476, 1.23422)  0.402
H (0.08604, -1.23673, 1.26059)  0.340
H (1.86257, 0.03770, 2.15384)  0.185
H (1.63403, 0.75734, -1.40832)  0.310
H (2.51482, -0.77778, -1.72584)  0.246
H (3.21180, 0.48003, -0.65871)  0.315

***

[8]
The molecule C6H12O in a non-equilibrium geometry. Source: the Open Molecules 2025 dataset; level of theory: ωB97M-V/def2-TZVPD.

Computed properties:
Spin multiplicity ... 1
Molecular weight ... 100.2 g/mol
DFT total energy ... -8462.0557 eV
Net charge ... 0
Structure (SMILES) ... CCC[C@H]1C[C@H]1O

Last column: Mulliken charge in e.
Geometry (Å):
C (-2.74389, 0.29231, -0.12441)  -1.235
C (-1.33768, 0.64344, 0.35396)  -0.329
C (-0.36744, -0.52657, 0.13654)  -0.578
C (0.99233, -0.26652, 0.68826)  -0.270
C (2.23043, -1.01097, 0.34460)  -0.677
C (2.07479, 0.29965, -0.31744)  -0.213
O (1.83021, 0.20490, -1.69271)  -0.496
H (-2.73768, 0.02680, -1.18840)  0.313
H (-3.13300, -0.57124, 0.42858)  0.307
H (-3.44501, 1.12223, 0.01288)  0.361
H (-1.36983, 0.91577, 1.41939)  0.299
H (-0.97666, 1.53783, -0.17624)  0.266
H (-0.24013, -0.68807, -0.94121)  0.266
H (-0.78664, -1.43765, 0.57241)  0.299
H (1.02544, 0.19156, 1.68867)  0.463
H (2.05262, -1.81602, -0.36513)  0.244
H (2.99106, -1.21176, 1.08745)  0.257
H (1.97654, 1.23448, 0.18776)  0.405
H (1.96455, 1.05983, -2.11496)  0.315

***

Relative energy (zero: lowest compared OMol25 entry of this formula, charge and spin) per entry: 43.2, 107.2, 117.2, 90.1, 59.9, 62.9, 108.6, 53.0 kcal per mole